No. 1
Below is 2 unconnected molecules or ions with the total composition C10H9BrNP, with properties calculated with wB97M-V/def2-TZVPD.

ORCA input file:
```
! wB97M-V def2-TZVPD RIJCOSX def2/J DEFGRID3
* xyz 0 3
C -1.43 -0.95 -1.85
C -1.20 0.24 -1.67
C 1.27 -1.24 1.10
C 2.31 -0.37 1.47
C 0.98 1.44 0.73
C 0.07 -0.78 0.50
C 0.09 0.59 0.11
C 2.11 1.04 1.43
C -1.62 -2.21 -1.08
C -1.25 -1.65 0.34
N -0.78 1.12 -0.78
P -0.61 3.56 -1.15
Br 3.07 2.28 2.41
H 1.63 -2.24 1.11
H 2.97 -0.83 2.15
H 0.80 2.52 0.50
H -2.65 -2.48 -1.02
H -0.90 -3.05 -1.54
H -1.13 -2.61 0.98
H -2.13 -1.05 0.72
H -1.65 3.51 -2.13
H 0.05 3.14 -2.33
*
```

- LUMO energy (spin up / spin down): 0.227 / -2.209 eV
- ⟨S²⟩: 2.07
- HOMO-LUMO gap (spin up / spin down): 6.8 / 6.8 eV
- Highest occupied orbital energy (spin up / spin down): -6.58 / -9.02 eV

=====

No. 2
Below is a molecular structure, C10H9F5I2LuO4SY, with properties calculated with wB97M-V/def2-TZVPD.

ORCA input file:
```
! wB97M-V def2-TZVPD RIJCOSX def2/J DEFGRID3
* xyz 4 1
I 3.32 -2.28 0.05
I 3.43 1.79 -0.14
Lu 0.92 1.68 0.94
Y 0.88 -1.75 1.45
S -0.09 -0.28 -0.43
C -1.46 -3.11 -0.13
C -1.04 -3.30 2.86
C -0.48 -0.13 -2.36
C -0.02 1.14 -3.07
C -2.02 -0.14 -2.15
C 0.00 -1.41 -3.04
C -0.97 2.83 2.76
C -1.35 2.80 -0.10
O -1.71 -3.84 3.64
O -2.22 -3.65 -0.80
O -1.60 3.41 3.53
O -2.20 3.29 -0.70
H -0.44 1.16 -4.09
H 1.08 1.20 -3.15
H -0.40 2.05 -2.57
H -2.55 -0.14 -3.11
H -2.30 0.76 -1.57
H -2.29 -1.04 -1.57
H -0.41 -1.47 -4.07
H -0.38 -2.30 -2.50
H 1.10 -1.46 -3.09
F 2.29 -1.21 3.13
C 1.52 0.25 2.66
F -0.32 -0.72 3.04
C 2.23 1.19 3.49
F 1.88 1.22 4.80
F 3.56 0.95 3.36
F 2.02 2.49 2.93
*
```

- LUMO energy (spin up / spin down): -19.302 / -19.198 eV
- HOMO-LUMO gap (spin up / spin down): 3.6 / 4.0 eV
- Highest occupied orbital energy (spin up / spin down): -22.89 / -23.20 eV

=====

No. 3
Below is a single C10H9FN2OS molecule, with properties calculated with wB97M-V/def2-TZVPD.

ORCA input file:
```
! wB97M-V def2-TZVPD RIJCOSX def2/J DEFGRID3
* xyz 0 1
C 2.37 0.76 1.40
C 2.68 1.95 0.77
C 1.22 0.03 0.94
C 1.89 2.36 -0.32
C 0.44 0.46 -0.06
C 0.74 1.67 -0.65
C -3.30 -0.41 0.76
C 0.52 -1.42 -2.22
C -0.57 -1.32 -1.49
C -0.74 -0.24 -0.54
N -2.64 -1.30 1.54
N -1.46 -1.87 1.18
O -4.47 -0.15 0.83
F 0.08 2.17 -1.71
S -2.33 0.47 -0.43
H 3.05 0.36 2.19
H 3.66 2.46 0.86
H 0.72 -0.76 1.57
H 2.01 3.30 -0.84
H 0.65 -2.31 -2.95
H 1.20 -0.67 -2.14
H -1.56 -1.86 -1.67
H -2.69 -1.22 2.59
H -1.49 -2.44 0.37
*
```

- LUMO energy (spin up / spin down): -0.692 / -0.951 eV
- HOMO-LUMO gap (spin up / spin down): 7.7 / 8.0 eV
- Highest occupied orbital energy (spin up / spin down): -8.39 / -8.92 eV

=====

No. 4
Below is 2 unconnected molecules or ions with the total composition C10H9FNO2S, with properties calculated with wB97M-V/def2-TZVPD.

ORCA input file:
```
! wB97M-V def2-TZVPD RIJCOSX def2/J DEFGRID3
* xyz -1 1
C -2.45 -2.30 -0.26
C -2.78 -1.13 0.36
C -1.15 -2.45 -0.81
C -1.89 -0.07 0.50
C -0.30 -1.42 -0.79
C -0.63 -0.22 -0.08
C 3.64 -1.67 0.18
C -0.19 2.16 0.36
C 0.96 3.04 -0.13
C 1.65 0.46 -0.12
N 0.27 0.79 -0.03
O 2.80 -2.43 0.29
O 4.57 -1.05 0.01
F 2.18 0.37 1.27
S 2.38 2.10 -0.76
H -3.24 -3.16 -0.19
H -3.81 -0.92 0.76
H -0.92 -3.33 -1.34
H -2.25 0.69 1.05
H 0.74 -1.55 -1.17
H -0.27 2.40 1.39
H -1.21 2.21 -0.13
H 0.46 3.67 -0.86
H 1.45 3.83 0.50
*
```

- LUMO energy: 3.435 eV
- HOMO-LUMO gap: 6.5 eV
- Highest occupied orbital energy: -3.09 eV

=====

No. 5
Below is a molecular structure, C10H9KN2O4S2, with properties calculated with wB97M-V/def2-TZVPD.

ORCA input file:
```
! wB97M-V def2-TZVPD RIJCOSX def2/J DEFGRID3
* xyz -2 1
K -1.54 3.46 0.67
C 2.60 -4.06 0.01
C 1.55 -2.99 0.17
C 0.22 -3.23 -0.18
C -0.74 -2.24 -0.05
C -0.38 -0.99 0.45
C 0.94 -0.74 0.81
C 1.89 -1.74 0.66
S -1.59 0.30 0.56
O -2.87 -0.38 0.76
O -1.16 1.08 1.74
N -1.59 1.09 -0.76
C -0.34 1.30 -1.51
C 0.90 2.01 -0.88
O 2.00 1.45 -1.09
O 0.73 3.10 -0.26
H 2.17 -4.99 -0.35
H 3.10 -4.26 0.96
H 3.37 -3.74 -0.70
H -0.06 -4.21 -0.56
H -1.78 -2.40 -0.31
H 1.22 0.24 1.19
H 2.92 -1.53 0.92
H -0.61 1.92 -2.37
H 0.03 0.36 -1.93
S -4.41 8.35 0.64
C -3.58 6.92 0.68
N -2.99 5.92 0.72
*
```

- LUMO energy: 4.495 eV
- HOMO-LUMO gap: 6.5 eV
- Highest occupied orbital energy: -2.00 eV

=====

No. 6
Below is a single C10H9N2P molecule, with properties calculated with wB97M-V/def2-TZVPD.

ORCA input file:
```
! wB97M-V def2-TZVPD RIJCOSX def2/J DEFGRID3
* xyz 0 1
C -3.30 0.28 -0.26
C -2.16 0.25 -1.29
C -0.80 0.13 -0.72
C -0.24 -1.17 -0.69
C 0.87 -1.43 0.04
N 1.69 -0.47 0.52
C 2.91 -0.64 0.97
C 3.52 -1.82 1.33
N 4.15 -2.78 1.46
P 3.51 1.48 1.51
C 1.94 1.92 0.94
C 1.23 0.84 0.32
C -0.02 1.18 -0.24
H -3.42 1.29 0.17
H -2.84 -0.32 0.57
H -4.34 -0.11 -0.57
H -2.05 1.23 -1.94
H -2.46 -0.50 -1.92
H -0.60 -2.10 -1.08
H 1.12 -2.50 0.04
H 1.66 2.96 1.08
H -0.37 2.27 -0.26
*
```

- LUMO energy (spin up / spin down): -0.499 / -0.499 eV
- SMILES: CCc1ccn2c(C#N)pcc2c1
- HOMO-LUMO gap (spin up / spin down): 7.0 / 7.0 eV
- Highest occupied orbital energy (spin up / spin down): -7.52 / -7.52 eV

=====

No. 7
Below is a single C10H9N3O molecule, with properties calculated with wB97M-V/def2-TZVPD.

ORCA input file:
```
! wB97M-V def2-TZVPD RIJCOSX def2/J DEFGRID3
* xyz 0 1
N 2.00 3.08 -0.41
C 0.90 2.25 -0.73
C -0.28 2.82 -1.32
C -1.20 1.98 -1.93
C -1.08 0.60 -1.90
C -0.10 0.12 -1.14
O -0.30 -1.31 -0.93
C -0.29 -1.85 0.30
C -0.23 -3.30 0.37
N -0.49 -3.92 1.49
C -0.50 -3.07 2.58
C -0.37 -1.68 2.56
N -0.33 -1.03 1.37
C 0.97 0.82 -0.69
H 1.67 3.98 0.11
H 3.06 2.49 -0.05
H -0.42 3.94 -1.21
H -2.02 2.40 -2.42
H -1.89 -0.14 -2.26
H 0.05 -3.98 -0.56
H -0.76 -3.50 3.64
H -0.26 -1.05 3.48
H 1.87 0.35 -0.37
*
```

- LUMO energy: 0.557 eV
- SMILES: Nc1cccc(Oc2cnccn2)c1
- HOMO-LUMO gap: 8.8 eV
- Highest occupied orbital energy: -8.20 eV

=====

No. 8
Below is a single C10H9N3O molecule, with properties calculated with wB97M-V/def2-TZVPD.

ORCA input file:
```
! wB97M-V def2-TZVPD RIJCOSX def2/J DEFGRID3
* xyz 0 1
C 3.56 -1.44 0.13
C 2.23 -1.08 0.21
C 4.51 -0.45 -0.09
C -3.41 -1.61 -0.17
C 2.95 1.19 -0.13
C -3.98 -0.36 -0.14
C 1.89 0.28 0.06
C -1.76 -0.24 0.04
C -3.34 1.87 0.12
C 0.57 0.77 0.07
N 4.21 0.84 -0.21
N -2.09 -1.53 -0.05
N -2.99 0.58 0.01
O -0.47 -0.05 0.11
H 3.86 -2.47 0.23
H 1.46 -1.81 0.36
H 5.56 -0.69 -0.19
H -3.90 -2.56 -0.26
H 2.74 2.24 -0.23
H -5.01 -0.07 -0.20
H -4.38 2.12 0.04
H -2.60 2.62 0.29
H 0.40 1.85 0.00
*
```

- LUMO energy (spin up / spin down): -0.500 / -0.261 eV
- HOMO-LUMO gap (spin up / spin down): 7.1 / 6.6 eV
- Highest occupied orbital energy (spin up / spin down): -7.65 / -6.88 eV

=====

No. 9
Below is a molecular structure, C10H9NO, with properties calculated with wB97M-V/def2-TZVPD.

ORCA input file:
```
! wB97M-V def2-TZVPD RIJCOSX def2/J DEFGRID3
* xyz 0 1
C 0.63 0.81 0.84
C 1.95 0.70 1.19
C 2.52 -0.25 0.37
C 1.76 -1.08 -0.46
C 0.42 -0.98 -0.77
C -0.27 -1.66 -1.80
C -1.60 -1.30 -2.22
C -2.21 -0.22 -1.48
C -1.58 0.29 -0.39
C -0.19 0.04 -0.05
H -2.07 1.19 2.04
H 0.34 2.83 1.73
H 2.44 1.25 2.11
H 3.69 -0.28 0.39
H 2.52 -1.61 -1.10
H 0.25 -2.64 -2.17
H -1.98 -1.57 -3.34
H -3.15 0.25 -1.70
H -1.90 1.23 0.10
N -0.23 1.75 1.48
O -0.89 1.12 2.52
*
```

- LUMO energy: 0.142 eV
- HOMO-LUMO gap: 8.3 eV
- Highest occupied orbital energy: -8.12 eV

=====

Strongest force on any atom, respectively: 3.13 6.80 4.76 4.54 0.62 6.08 5.71 2.82 5.96 eV/A.